Entry 1:
A structure of composition C32H23N6O7PSeTcTe4. Source: the Open Molecules 2025 dataset; level of theory: wB97M-V/def2-TZVPD.

Geometry (Å):
Te -1.451 -1.685 1.347
Te -4.067 -0.999 -1.511
Te -2.086 0.826 -1.840
Te -4.112 -1.524 1.140
Tc -0.075 0.089 -0.151
Se 5.039 -5.628 0.384
P 1.274 1.662 -1.345
O -1.376 -0.481 5.200
O -2.089 7.359 5.156
O -2.469 -2.008 4.128
O -0.403 1.585 1.236
O -2.624 1.479 1.598
O -1.164 -0.593 3.063
O -0.051 6.868 5.630
N 0.661 -1.575 -1.252
N 4.674 -4.227 1.414
N 3.819 -5.208 -0.837
N -1.698 -1.086 4.216
N -1.110 6.646 5.078
N 1.557 -0.568 1.019
C 0.705 -3.185 -3.022
C -0.474 5.357 -1.662
C 0.519 5.217 0.520
C 1.689 -3.912 -2.390
C 3.549 -1.753 2.554
C -0.239 3.426 3.410
C 1.001 3.954 0.218
C 5.089 0.285 -1.128
C 1.981 -0.001 2.151
C -1.393 3.177 2.674
C 0.017 4.093 -1.966
C 3.240 -4.115 -0.426
C 0.220 -2.026 -2.432
C 3.138 -2.334 1.358
C -0.224 5.920 -0.421
C -1.526 1.967 1.772
C -2.461 4.061 2.752
C 2.134 -1.722 0.624
C 3.084 1.642 -1.092
C 0.763 3.380 -1.031
C 2.962 -0.573 2.948
C -0.142 4.551 4.213
C 1.227 1.518 -3.167
C 2.176 -3.440 -1.174
C -1.212 5.425 4.247
C 1.642 -2.278 -0.638
C 5.249 2.654 -0.774
C -2.373 5.202 3.533
C 3.710 0.400 -1.216
C 3.716 -3.569 0.825
C 3.867 2.770 -0.872
C 5.862 1.416 -0.904
H 1.651 0.548 -3.434
H 1.488 0.924 2.411
H 3.244 -0.086 3.871
H 1.823 2.304 -3.632
H 1.559 3.403 0.967
H -1.053 5.897 -2.401
H 0.202 1.548 -3.532
H -0.614 6.901 -0.180
H 2.090 -4.824 -2.810
H 6.939 1.332 -0.834
H 0.583 2.728 3.358
H -0.201 3.666 -2.937
H 4.318 -2.235 3.144
H 0.707 5.645 1.497
H -3.185 5.911 3.599
H 3.110 -0.487 -1.388
H 0.294 -3.503 -3.970
H -0.563 -1.435 -2.889
H -3.354 3.845 2.182
H 0.738 4.760 4.804
H 3.406 3.745 -0.782
H 5.848 3.539 -0.599
H 5.559 -0.685 -1.235

Forces on the atoms, in the same order (eV/Å):
Te 0.4 0.4 -0.1
Te 0.1 -0.2 -0.1
Te 0.2 0.1 0.4
Te -0.3 0.1 0.0
Tc -0.6 0.0 -0.3
Se 0.2 -0.2 0.0
P -0.5 0.0 0.1
O 0.1 -0.1 0.1
O 0.0 0.0 0.0
O -0.1 -0.4 0.0
O -0.1 0.3 0.2
O -0.2 -0.2 -0.2
O 0.2 -0.2 -0.1
O 0.1 0.0 0.0
N 0.1 -0.2 -0.1
N 0.0 0.0 0.0
N 0.0 0.0 0.0
N -0.2 0.6 -0.1
N 0.0 -0.1 -0.1
N 0.3 -0.2 0.2
C -0.1 0.0 -0.1
C 0.0 0.0 0.0
C 0.0 0.0 0.0
C 0.1 -0.1 0.1
C 0.1 -0.1 0.0
C 0.0 0.0 0.0
C 0.0 0.0 0.0
C 0.0 0.0 0.0
C -0.1 0.0 -0.1
C 0.1 -0.1 -0.1
C 0.0 0.0 0.0
C -0.2 0.2 -0.1
C -0.1 0.0 0.0
C 0.2 -0.3 0.0
C 0.0 0.0 0.0
C 0.4 0.1 0.0
C 0.0 0.0 0.0
C -0.3 0.0 -0.2
C 0.0 -0.1 0.0
C 0.0 0.0 0.0
C 0.0 0.1 0.0
C 0.1 -0.1 0.0
C 0.1 0.0 0.0
C 0.2 -0.3 0.0
C 0.0 0.1 0.1
C 0.0 0.2 0.3
C 0.0 0.0 0.0
C -0.1 0.0 -0.1
C 0.0 0.0 0.0
C -0.1 0.2 0.0
C 0.1 0.0 0.0
C 0.0 0.0 0.0
H 0.0 0.0 0.0
H -0.1 0.0 0.0
H 0.0 0.0 0.0
H 0.0 0.0 0.0
H 0.0 0.0 0.0
H 0.0 0.0 0.0
H 0.0 0.0 0.0
H 0.0 0.0 0.0
H 0.0 0.0 0.0
H 0.0 0.0 0.0
H 0.0 0.0 0.0
H 0.0 0.0 0.0
H 0.0 0.0 0.0
H 0.0 0.0 0.0
H 0.0 0.0 0.0
H 0.1 0.1 -0.1
H 0.0 0.0 0.0
H 0.0 0.0 0.0
H 0.0 0.0 0.0
H 0.0 0.0 0.0
H 0.0 0.0 0.0
H 0.0 0.0 0.0
H 0.0 0.0 0.0

Values from the calculation:
Electronic energy = -162834.588 eV
Spin multiplicity = 2
<S²> = 0.763
HOMO-LUMO gap (alpha / beta) = 5.30 / 5.49 eV

Löwdin atomic charge list, values in e, 8 entries: 0.95, 0.00, 0.23, 0.22, 0.53, 1.14, 0.88, 0.11

---

Entry 2:
A structure of composition C32H24AuBrN6OS2. Source: the Open Molecules 2025 dataset; level of theory: wB97M-V/def2-TZVPD.

Geometry (Å):
Au 1.860 -0.248 -0.052
Br -2.532 4.162 3.846
S 2.158 -7.299 -0.996
S -4.558 2.318 -0.806
O 1.014 -0.211 1.719
N 1.907 -7.087 1.633
N 1.873 -2.276 0.167
N -0.694 -0.066 -1.049
N -6.573 1.045 3.066
N 2.892 -0.169 -1.807
N 1.790 1.721 -0.313
C 3.393 -1.173 -2.501
C -2.178 1.646 -1.841
C -1.404 2.834 3.137
C 3.970 2.757 -3.779
C 3.454 3.755 -3.002
C -6.312 0.826 0.695
C 1.033 -4.382 -0.522
C 2.647 -2.868 1.085
C 0.999 2.474 0.388
C -5.335 1.806 0.704
C -1.586 -0.323 -0.087
C 2.730 3.465 -1.826
C -3.098 1.376 -0.819
C -1.330 1.578 3.759
C 2.527 2.163 -1.454
C -4.994 2.416 1.903
C -0.638 3.084 2.036
C -6.901 0.483 1.908
C -1.018 0.911 -1.910
C 1.861 -5.023 0.399
C 3.075 1.123 -2.232
C -2.777 0.357 0.077
C 4.113 -0.968 -3.683
C -0.509 0.592 3.263
C 4.315 0.309 -4.131
C 0.268 0.812 2.120
C 1.941 -6.519 0.420
C -5.643 1.996 3.055
C 1.052 -3.013 -0.608
C 3.795 1.404 -3.403
C 2.656 -4.239 1.231
C 0.216 2.084 1.503
H 4.873 0.493 -5.041
H 2.359 4.287 -1.230
H -0.453 -0.374 3.746
H 0.923 3.514 0.089
H 3.230 -2.172 -2.119
H -7.673 -0.277 1.941
H -2.373 2.417 -2.575
H -3.443 0.087 0.884
H -0.301 1.114 -2.700
H -0.669 4.057 1.563
H 1.616 -6.582 2.453
H 3.602 4.790 -3.279
H 0.415 -2.460 -1.290
H -5.406 2.452 4.009
H 4.527 2.987 -4.677
H 3.313 -4.687 1.964
H -1.926 1.387 4.642
H 0.395 -4.961 -1.176
H -1.329 -1.118 0.606
H -6.610 0.339 -0.223
H 3.262 -2.222 1.697
H -4.260 3.210 1.941
H 4.501 -1.825 -4.214
H 1.966 -8.092 1.695

Forces on the atoms, in the same order (eV/Å):
Au 0.1 0.0 0.0
Br 0.1 0.1 0.1
S 0.0 0.0 0.0
S -0.1 0.2 -0.1
O 0.0 0.0 -0.1
N 0.0 0.0 0.0
N 0.0 0.1 0.0
N -0.1 0.0 0.0
N 0.0 0.0 0.0
N -0.1 0.0 0.1
N 0.1 0.0 0.0
C 0.0 -0.1 0.0
C 0.0 0.0 0.0
C 0.0 0.0 0.0
C 0.0 0.0 0.0
C 0.0 0.0 0.0
C 0.0 -0.1 0.0
C 0.0 0.0 0.0
C 0.0 0.0 0.0
C 0.0 0.0 0.0
C 0.0 0.0 0.1
C 0.0 0.0 0.0
C 0.0 0.0 0.0
C 0.2 -0.1 0.0
C 0.0 -0.1 0.0
C 0.0 0.0 0.1
C 0.0 0.0 -0.1
C 0.0 0.0 0.0
C 0.0 0.0 0.0
C 0.1 -0.1 0.0
C 0.0 0.0 0.0
C -0.1 0.0 0.1
C -0.1 0.0 0.0
C 0.0 0.0 0.0
C -0.1 0.1 0.1
C 0.0 0.0 0.0
C 0.1 0.0 -0.1
C 0.0 0.1 0.0
C 0.0 0.0 0.0
C 0.0 0.1 0.0
C 0.0 0.0 0.0
C 0.0 -0.1 0.0
C 0.0 0.1 0.0
H 0.0 0.0 0.0
H 0.0 0.0 0.0
H 0.0 0.0 0.0
H 0.0 0.0 0.0
H 0.0 0.0 0.0
H 0.0 0.0 0.0
H 0.0 0.0 0.0
H 0.0 0.0 0.0
H 0.0 0.0 0.0
H 0.0 0.0 0.0
H 0.0 0.0 0.0
H 0.0 0.0 0.0
H 0.0 0.0 0.0
H 0.0 0.0 0.0
H 0.0 0.0 0.0
H 0.0 0.0 0.0
H 0.0 0.0 0.0
H 0.0 0.0 0.0
H 0.0 0.0 0.0
H 0.0 0.0 0.0
H 0.0 0.0 0.0
H -0.1 -0.1 0.0
H 0.0 0.0 0.0
H 0.0 0.0 0.0

Values from the calculation:
Electronic energy = -139953.032 eV
Total charge = +2
Spin multiplicity = 1
HOMO-LUMO gap = 6.32 eV

Löwdin atomic charge list, values in e, 8 entries: 1.41, 0.86, 0.77, 1.07, -0.20, 0.12, -0.12, 0.00

---

Entry 3:
A structure of composition C32H24ClF3N5O6PtS2. Source: the Open Molecules 2025 dataset; level of theory: wB97M-V/def2-TZVPD.

Geometry (Å):
Pt 0.237 -0.251 -0.495
Cl -4.369 -3.178 1.224
S -0.799 0.559 -2.414
S 2.284 0.312 -1.359
F -0.686 3.255 2.320
F 1.461 3.532 2.298
F 0.181 4.848 1.147
O 1.159 3.036 -0.626
O 1.246 -0.848 1.149
O -0.087 1.524 0.487
O -2.809 -3.642 4.099
O 0.808 -1.038 3.340
O -0.635 -3.767 3.684
N -2.542 -1.483 0.317
N -1.353 -0.947 0.633
N 0.224 -3.005 -1.931
N 0.399 1.385 -4.607
N 2.682 2.127 -3.215
C 6.580 0.290 -4.012
C 0.518 2.648 0.331
C -3.238 -1.080 -0.866
C 0.524 1.066 -3.346
C 0.465 -1.100 2.203
C -2.159 3.993 -7.495
C -0.823 1.135 -5.393
C 1.867 1.245 -2.705
C -2.881 -2.369 1.273
C 7.032 2.543 -4.720
C 2.331 2.827 -4.450
C -3.404 -1.982 -1.903
C 1.560 1.893 -5.345
C -2.671 4.833 -6.520
C 3.927 2.565 -2.550
C -1.474 2.433 -5.795
C -1.704 -3.326 3.404
C -4.368 0.634 -2.082
C -4.548 -0.256 -3.133
C -2.587 4.477 -5.179
C 0.301 -2.004 -1.368
C 5.921 2.986 -4.014
C -1.557 2.795 -7.133
C -1.880 -2.407 2.236
C 5.139 2.084 -3.303
C 7.360 1.197 -4.720
C -4.070 -1.558 -3.043
C -3.709 0.223 -0.933
C 5.475 0.732 -3.304
C 0.351 3.589 1.555
C -1.993 3.279 -4.817
C -0.930 -1.497 1.763
H -2.227 4.267 -8.539
H -1.489 0.518 -4.791
H 3.887 3.655 -2.528
H 6.842 -0.759 -4.002
H 7.643 3.252 -5.262
H 2.174 1.047 -5.664
H -4.212 -2.248 -3.864
H -5.073 0.063 -4.024
H -4.749 1.644 -2.150
H -3.570 0.893 -0.093
H -0.518 0.559 -6.268
H -1.935 3.000 -3.769
H -2.997 -2.982 -1.830
H -3.590 -3.176 3.777
H 5.675 4.042 -4.002
H 4.880 0.021 -2.741
H 3.256 3.136 -4.934
H -2.991 5.131 -4.417
H -3.138 5.767 -6.801
H 1.194 2.423 -6.222
H 1.745 3.715 -4.197
H 8.229 0.852 -5.265
H 3.898 2.209 -1.523
H -1.163 2.136 -7.898

Forces on the atoms, in the same order (eV/Å):
Pt 0.0 0.0 -0.1
Cl 0.0 0.0 0.0
S 0.1 0.0 -0.1
S 0.0 -0.2 0.0
F 0.0 0.0 0.0
F 0.0 0.0 0.0
F 0.0 0.0 0.0
O 0.0 0.0 0.0
O -0.3 0.2 0.0
O 0.1 0.0 0.4
O 0.0 0.0 0.0
O 0.0 -0.1 0.0
O 0.0 0.0 0.0
N 0.1 -0.2 -0.2
N 0.3 0.0 0.1
N 0.0 0.0 0.0
N 0.1 -0.3 -0.1
N -0.2 -0.1 0.1
C 0.0 0.0 0.0
C -0.2 0.0 -0.3
C -0.1 0.1 0.0
C -0.2 0.2 0.2
C 0.0 -0.1 -0.2
C 0.0 0.0 0.0
C -0.1 0.1 0.0
C 0.1 0.2 0.0
C -0.1 0.1 0.2
C 0.0 0.0 0.0
C 0.0 0.0 -0.1
C 0.1 0.0 0.0
C 0.0 0.0 0.0
C 0.0 0.0 0.0
C 0.1 0.0 0.0
C 0.0 0.0 0.0
C 0.0 0.0 0.0
C 0.0 0.0 0.0
C 0.0 0.0 0.0
C 0.0 0.0 0.0
C 0.1 -0.1 0.0
C 0.0 0.0 0.0
C 0.0 0.0 0.0
C 0.0 0.0 -0.1
C 0.0 0.0 0.0
C 0.0 0.0 0.0
C 0.0 0.0 0.0
C -0.1 0.0 0.0
C 0.0 0.0 0.0
C 0.0 0.0 -0.1
C 0.0 0.0 0.0
C 0.1 0.0 0.1
H 0.0 0.0 0.0
H 0.0 0.0 0.0
H 0.0 0.0 0.0
H 0.0 0.0 0.0
H 0.0 0.0 0.0
H 0.0 0.0 0.0
H 0.0 0.0 0.0
H 0.0 0.0 0.0
H 0.0 0.0 0.0
H 0.0 0.0 0.0
H 0.0 0.0 0.0
H 0.0 0.0 0.0
H 0.0 0.0 0.0
H 0.0 0.0 0.0
H 0.0 0.0 0.0
H 0.0 0.0 0.0
H 0.0 0.0 0.0
H 0.0 0.0 0.0
H 0.0 0.0 0.0
H 0.0 0.0 0.0
H 0.0 0.0 0.0
H 0.0 0.0 0.0
H 0.0 0.0 0.0
H 0.0 0.0 0.0

Values from the calculation:
Electronic energy = -98896.579 eV
Total charge = +1
Spin multiplicity = 1
HOMO-LUMO gap = 7.43 eV

Löwdin atomic charge list, values in e, 8 entries: 1.13, 0.86, 0.85, 0.88, 0.17, 0.17, 0.16, 0.06

---

spin multiplicity of number 2 (C32H24AuBrN6OS2)?
1

---

electronic energy of number 2 (C32H24AuBrN6OS2)?
-139953.032 eV